# 1
{
  "formula": "C25H20N6O5",
  "method": "the ωB97M-V functional and the def2-TZVPD basis",
  "charge": 0,
  "largest_force_ev_per_a": 3.00,
  "gap_ev": 4.964,
  "spin_multiplicity": 1,
  "homo_energy_ha": -0.278,
  "species": ["O", "N", "O", "C", "C", "C", "N", "O", "O", "C", "N", "O", "N", "C", "C", "H", "H", "N", "C", "C", "C", "C", "C", "C", "C", "C", "C", "C", "C", "C", "C", "N", "C", "C", "C", "C", "C", "C", "H", "H", "H", "H", "H", "H", "H", "H", "H", "H", "H", "H", "H", "H", "H", "H", "H", "H"],
  "coordinates": [[1.102, -2.889, -1.944], [0.798, -2.067, -1.055], [1.343, -2.072, 0.083], [-0.209, -1.070, -1.327], [-0.912, -1.133, -2.554], [-1.915, -0.203, -2.840], [-2.565, -0.203, -4.133], [-3.568, 0.501, -4.341], [-2.062, -0.942, -5.009], [-2.189, 0.825, -1.863], [-3.075, 1.851, -1.916], [-2.825, 2.580, -0.770], [-1.755, 2.046, -0.005], [-1.393, 0.921, -0.687], [-0.422, -0.054, -0.356], [-0.667, -1.912, -3.273], [0.378, 0.217, 0.332], [-5.853, 3.622, 2.506], [-5.012, 2.810, 2.561], [-3.959, 1.835, 2.616], [-2.879, 2.020, 3.489], [-1.798, 1.158, 3.449], [-1.734, 0.143, 2.455], [-0.520, -0.562, 2.116], [0.737, -0.253, 2.716], [1.198, 1.153, 2.801], [0.652, 2.123, 1.940], [1.256, 3.369, 1.764], [2.349, 3.718, 2.559], [2.804, 2.828, 3.544], [2.206, 1.577, 3.697], [1.580, -1.244, 3.111], [1.114, -2.614, 3.308], [2.340, -3.376, 3.826], [3.554, -2.571, 3.354], [3.031, -1.185, 2.937], [-2.940, -0.183, 1.776], [-4.014, 0.684, 1.816], [-2.891, 2.864, 4.183], [-0.964, 1.284, 4.143], [-0.639, -1.548, 1.667], [-0.261, 1.894, 1.394], [0.851, 4.043, 1.009], [2.831, 4.688, 2.423], [3.633, 3.108, 4.197], [2.513, 0.922, 4.515], [0.255, -2.647, 3.990], [0.798, -3.040, 2.342], [2.303, -3.418, 4.918], [2.349, -4.400, 3.444], [4.309, -2.466, 4.137], [4.024, -3.044, 2.486], [3.296, -0.956, 1.888], [3.488, -0.407, 3.558], [-2.975, -1.096, 1.176], [-4.908, 0.494, 1.212]],
  "atomic_forces_ev_per_a": [[-0.8, 1.6, 1.5], [2.1, -1.7, 0.5], [-1.2, 0.3, -2.2], [-0.8, 1.4, 1.5], [-1.5, 0.7, -0.5], [1.1, -0.4, 1.0], [-0.9, -0.5, -2.6], [1.9, -1.1, 1.0], [-0.7, 1.2, 1.6], [-1.4, 1.1, -0.7], [1.6, -0.8, 1.4], [2.0, -2.0, -0.1], [-1.4, -1.0, -2.3], [-1.4, 1.9, 0.5], [2.3, -0.1, -1.9], [0.0, 0.3, 0.1], [-0.5, -0.4, -0.5], [1.7, -1.7, 0.1], [-1.7, 1.6, -0.1], [0.0, -0.2, 0.0], [0.0, 0.1, 0.1], [0.0, -0.2, -0.4], [-0.7, 0.2, 0.1], [0.8, -0.6, 2.2], [-1.4, -0.4, -0.5], [0.3, 0.7, 0.5], [0.5, -0.2, -0.3], [-0.1, -0.3, 0.4], [0.1, -0.2, 0.0], [-0.3, 0.1, 0.0], [-0.1, 0.0, -0.3], [-0.4, 0.6, -0.2], [0.0, -0.4, -0.7], [-0.3, 0.1, 0.3], [0.2, 0.1, -0.4], [0.8, 0.1, 0.0], [0.5, 0.3, 0.2], [-0.4, 0.0, 0.0], [0.0, -0.3, -0.2], [-0.3, 0.1, -0.3], [0.0, 0.1, 0.5], [0.6, 0.1, 0.1], [0.1, -0.1, 0.3], [-0.1, -0.3, 0.1], [-0.3, 0.0, -0.1], [0.0, 0.3, -0.4], [0.2, 0.2, -0.2], [0.0, 0.0, 0.2], [0.1, 0.0, -0.1], [0.0, 0.1, 0.1], [-0.1, -0.1, -0.1], [0.0, 0.0, 0.2], [-0.2, -0.1, 0.4], [-0.2, -0.3, -0.3], [0.0, 0.4, 0.0], [0.4, 0.1, 0.3]],
  "lowdin_charge": [0.08, -0.30, 0.04, -0.10, 0.11, -0.06, -0.31, 0.09, 0.06, -0.14, 0.18, -0.03, 0.19, -0.20, 0.07, 0.14, 0.11, 0.14, -0.19, -0.25, -0.02, -0.02, -0.23, -0.07, -0.17, -0.15, -0.04, -0.05, -0.07, -0.07, -0.04, -0.05, -0.14, -0.15, -0.15, -0.14, -0.05, -0.04, 0.13, 0.12, 0.11, 0.06, 0.11, 0.11, 0.11, 0.11, 0.13, 0.11, 0.11, 0.11, 0.11, 0.11, 0.13, 0.09, 0.12, 0.13]
}


# 2
{
  "formula": "C13H11N3O2S",
  "method": "the ωB97M-V functional and the def2-TZVPD basis",
  "charge": 0,
  "de_lowest_kj_mol": 0.0,
  "largest_force_ev_per_a": 6.34,
  "gap_ev": 7.349,
  "spin_multiplicity": 1,
  "homo_energy_ha": -0.281,
  "species": ["O", "C", "N", "N", "C", "N", "C", "C", "C", "C", "C", "C", "O", "C", "C", "C", "C", "C", "S", "H", "H", "H", "H", "H", "H", "H", "H", "H", "H", "H"],
  "coordinates": [[2.079, 1.092, -0.072], [2.452, 0.000, -0.518], [1.816, -1.126, -0.256], [0.803, -1.419, 0.733], [-0.437, -0.984, 0.698], [-1.156, -1.000, 1.805], [-2.362, -0.302, 1.878], [-3.028, -0.177, 3.089], [-4.310, 0.440, 3.213], [-4.896, 0.822, 2.007], [-4.355, 0.518, 0.751], [-3.044, 0.087, 0.681], [-2.435, -0.040, -0.571], [-1.031, -0.248, -0.562], [3.544, 0.044, -1.434], [3.903, 1.240, -2.029], [4.786, 1.084, -3.179], [5.261, -0.250, -3.280], [4.549, -1.295, -2.014], [2.222, -1.882, -0.724], [0.901, -1.805, 1.687], [-2.469, -0.534, 3.983], [-4.871, 0.379, 4.141], [-5.831, 1.300, 2.089], [-5.017, 0.659, -0.147], [-0.444, 0.691, -0.733], [-0.940, -0.871, -1.446], [3.496, 2.206, -1.802], [4.968, 1.983, -3.860], [5.846, -0.612, -4.128]],
  "atomic_forces_ev_per_a": [[-0.1, -1.0, 0.1], [-1.3, 4.6, 2.3], [-2.2, -2.5, 2.0], [2.5, -0.7, -0.8], [-5.3, 3.4, 0.1], [2.5, -0.3, -1.3], [-1.2, -0.3, -1.6], [-0.1, 0.4, 1.3], [1.7, -1.2, -1.5], [0.3, -0.9, 0.7], [-0.6, 0.9, -0.4], [0.4, -0.2, 0.1], [-0.3, -0.1, 1.8], [1.1, -0.4, -0.1], [2.5, 0.1, -1.8], [0.5, -1.1, -1.6], [0.2, -1.2, 0.8], [-1.5, 2.0, 0.4], [-0.1, 1.7, -1.4], [0.0, -1.9, -0.4], [1.6, 0.3, -0.7], [-0.6, 0.2, -0.7], [0.3, 0.6, -0.1], [-1.2, 0.3, -0.3], [1.2, 0.1, 0.8], [-0.6, -0.5, 0.3], [0.8, -0.2, -0.1], [-0.4, 0.0, 0.3], [0.1, -1.8, 0.9], [0.0, -0.2, 0.7]],
  "lowdin_charge": [0.05, -0.53, 0.12, 0.10, -0.29, 0.13, -0.23, -0.04, -0.08, -0.11, -0.02, -0.19, -0.03, -0.08, -0.45, -0.09, -0.14, -0.36, 0.99, 0.10, 0.17, 0.11, 0.10, 0.08, 0.13, 0.13, 0.12, 0.11, 0.13, 0.06]
}